No. 1
C9H12FeN4 as an isolated structure in a non-equilibrium geometry, computed with ωB97M-V/def2-TZVPD.

Calculated values
* Kohn-Sham gap (spin up / spin down): 9.83 / 5.38 eV
* energy relative to the best compared isomer or geometry (same formula, charge and spin): 0.235 eV

```
! wB97M-V def2-TZVPD RIJCOSX def2/J DEFGRID3
* xyz 3 6
Fe 5.89 5.28 8.50
C 6.23 4.18 5.13
C 6.31 3.90 6.57
C 7.49 4.21 7.35
C 7.46 3.86 8.75
C 6.36 3.18 9.35
C 5.37 2.89 8.60
C 5.25 3.13 7.20
H 5.95 5.28 5.08
H 5.16 3.46 4.80
H 7.11 4.01 4.40
H 8.74 4.44 6.72
H 8.39 3.95 9.32
H 6.36 3.00 10.44
H 4.69 1.95 9.01
H 4.38 2.96 6.38
N 6.19 4.54 14.24
C 5.37 4.98 13.31
N 4.10 5.16 13.48
N 5.94 5.27 12.04
C 5.36 5.73 11.06
N 4.96 6.20 10.10
H 5.90 4.58 15.19
H 7.09 4.23 13.87
H 3.70 4.86 14.34
H 3.55 5.50 12.73
*
```

Atom charges from the Löwdin analysis, given in e for atoms 1 to 6: number 1, Fe, carries 1.072; number 2, C, carries -0.024; number 3, C, carries -0.360; number 4, C, carries -0.038; number 5, C, carries -0.123; number 6, C, carries -0.173



No. 2
C47H72Br3FNO32S as an isolated structure in a non-equilibrium geometry, computed with ωB97M-V/def2-TZVPD.

Calculated values
* Kohn-Sham gap: 4.78 eV

```
! wB97M-V def2-TZVPD RIJCOSX def2/J DEFGRID3
* xyz -1 1
C 1.00 0.93 2.46
C 0.15 0.32 1.38
C 0.89 -0.40 0.28
O -0.02 -0.86 -0.74
C 0.70 -1.32 -1.89
N -0.80 -0.70 2.04
H -0.14 -1.40 2.44
H -1.27 -0.31 2.86
H -1.45 -1.09 1.37
H 1.58 0.17 2.98
H 0.51 1.61 3.14
H 1.74 1.58 1.98
H -0.64 1.00 1.06
H 1.35 -1.32 0.66
H 1.64 0.25 -0.18
H 1.18 -0.47 -2.38
H -0.06 -1.87 -2.45
H 1.40 -2.13 -1.64
S 0.23 -1.61 5.02
O -0.79 -2.59 5.45
O -0.33 -0.25 4.74
O 1.14 -1.66 6.19
O 0.89 -2.07 3.77
C 2.92 -3.64 2.20
C 4.26 -3.00 2.55
C 4.25 -2.08 3.76
O 5.40 -2.49 4.52
C 5.88 -3.61 4.01
O 6.80 -4.27 4.46
O 5.20 -3.99 2.95
H 2.97 -4.42 1.44
H 2.18 -3.00 1.72
H 2.49 -4.09 3.10
H 4.64 -2.55 1.63
H 3.35 -2.03 4.37
H 4.45 -1.10 3.31
C -0.93 4.96 6.73
C -0.44 4.35 5.40
C -1.01 2.94 5.09
O -1.44 3.10 3.76
C -1.39 4.38 3.35
O -1.71 4.79 2.27
O -0.82 5.16 4.30
H -2.01 5.00 6.86
H -0.67 6.02 6.76
H -0.43 4.48 7.58
H 0.64 4.22 5.44
H -1.89 2.74 5.71
H -0.35 2.12 5.38
C -5.61 3.87 1.10
C -5.10 2.92 0.03
C -3.95 3.36 -0.87
O -3.04 2.23 -0.82
C -3.46 1.36 0.11
O -2.90 0.37 0.53
O -4.47 1.88 0.80
H -6.19 4.68 0.65
H -4.84 4.23 1.78
H -6.35 3.34 1.70
H -5.87 2.33 -0.47
H -3.44 4.27 -0.55
H -4.38 3.44 -1.87
C -3.32 -2.23 -1.91
C -4.84 -2.05 -1.98
C -5.46 -1.76 -0.65
O -6.09 -0.49 -0.78
C -5.72 0.03 -1.99
O -5.95 1.15 -2.36
O -5.09 -0.85 -2.74
H -3.08 -3.14 -1.35
H -2.80 -1.42 -1.38
H -2.94 -2.37 -2.92
H -5.35 -2.84 -2.54
H -4.68 -1.61 0.10
H -6.10 -2.58 -0.33
C -4.36 -3.52 5.42
C -4.71 -2.09 5.08
C -3.58 -1.29 4.37
O -4.16 -0.87 3.12
C -5.42 -1.28 3.03
O -6.14 -1.07 2.09
O -5.72 -2.08 4.06
H -3.72 -4.08 4.75
H -5.27 -4.12 5.52
H -4.01 -3.51 6.45
H -5.02 -1.62 6.02
H -2.71 -1.92 4.16
H -3.34 -0.33 4.83
C 7.22 2.40 -0.88
C 5.77 2.02 -1.15
C 5.54 0.74 -1.97
O 5.00 -0.12 -0.99
C 4.76 0.48 0.18
O 4.26 -0.03 1.13
O 5.07 1.78 0.07
H 7.77 1.62 -0.36
H 7.23 3.29 -0.24
H 7.73 2.64 -1.82
H 5.29 2.87 -1.63
H 6.41 0.23 -2.39
H 4.83 0.99 -2.76
C 4.14 -2.35 -3.56
C 2.99 -2.94 -4.33
C 3.32 -3.22 -5.81
O 3.04 -4.61 -6.01
C 2.84 -5.16 -4.80
O 2.69 -6.34 -4.62
O 2.72 -4.25 -3.84
H 4.57 -1.48 -4.06
H 4.95 -3.04 -3.35
H 3.77 -1.93 -2.62
H 2.14 -2.26 -4.29
H 4.35 -2.98 -6.08
H 2.73 -2.64 -6.53
C 2.51 6.40 -2.25
C 2.41 5.15 -1.40
C 1.01 4.80 -1.00
O 0.91 3.38 -1.23
C 2.08 2.97 -1.89
O 2.28 1.83 -2.16
O 2.82 4.03 -2.18
H 3.49 6.54 -2.71
H 2.23 7.23 -1.60
H 1.82 6.47 -3.10
H 3.17 5.20 -0.62
H 0.30 5.25 -1.70
H 0.79 5.06 0.04
C -3.23 -6.02 -2.67
C -1.72 -6.09 -2.88
C -1.30 -6.49 -4.28
O -1.13 -5.30 -4.99
C -1.02 -4.27 -4.10
O -0.82 -3.13 -4.36
O -1.19 -4.77 -2.85
H -3.67 -6.99 -2.43
H -3.85 -5.61 -3.47
H -3.37 -5.35 -1.82
H -1.33 -6.81 -2.17
H -1.95 -7.23 -4.73
H -0.30 -6.95 -4.18
F -1.21 1.03 -7.58
C -1.25 1.27 -6.26
C -0.57 2.41 -5.80
C -0.47 2.62 -4.45
C -0.93 1.67 -3.56
C -1.56 0.52 -3.97
C -1.71 0.33 -5.35
H -0.13 3.15 -6.46
H -0.01 3.50 -4.02
H -0.96 1.82 -2.49
H -1.98 -0.21 -3.28
H -2.07 -0.62 -5.73
C 3.74 5.57 2.13
Br 2.25 4.29 2.31
Br 5.21 4.67 1.19
Br 4.23 6.31 3.87
H 3.40 6.40 1.52
*
```

Atom charges from the Löwdin analysis, given in e for atoms 1 to 6: number 1, C, carries -0.055; number 2, C, carries -0.270; number 3, C, carries -0.141; number 4, O, carries -0.190; number 5, C, carries -0.094; number 6, N, carries 0.201



No. 3
A 2-piece molecular cluster, C4H6N2O2 overall in a non-equilibrium geometry, computed with ωB97M-V/def2-TZVPD.

Calculated values
* Kohn-Sham gap: 8.23 eV
* energy relative to the best compared isomer or geometry (same formula, charge and spin): 3.296 eV

```
! wB97M-V def2-TZVPD RIJCOSX def2/J DEFGRID3
* xyz 0 1
C 0.14 0.42 1.44
C 1.85 0.05 -0.94
C -1.42 0.63 -0.05
C 0.42 -0.63 0.56
N -0.89 1.16 1.11
N -0.74 -0.68 -0.36
O 1.09 -0.08 -1.89
O 2.84 0.32 -0.45
H 0.75 0.73 2.23
H -2.56 0.45 0.20
H -1.25 1.35 -1.05
H 1.08 -1.49 0.88
H -1.06 -1.59 -0.37
H -0.25 -0.63 -1.30
*
```

Atom charges from the Löwdin analysis, given in e for atoms 1 to 6: number 1, C, carries -0.173; number 2, C, carries -0.494; number 3, C, carries -0.228; number 4, C, carries -0.166; number 5, N, carries -0.004; number 6, N, carries 0.045



No. 4
C11H22MnO5 as an isolated structure in a non-equilibrium geometry, computed with ωB97M-V/def2-TZVPD.

Calculated values
* Kohn-Sham gap (spin up / spin down): 8.15 / 5.71 eV
* energy relative to the best compared isomer or geometry (same formula, charge and spin): 7.649 eV

```
! wB97M-V def2-TZVPD RIJCOSX def2/J DEFGRID3
* xyz 2 6
Mn 0.70 -2.11 0.44
C 0.07 -0.30 -2.21
C 1.44 -0.84 -2.44
O 1.89 -1.59 -1.27
C 3.31 -1.70 -0.99
C 3.51 -0.84 0.22
O 2.59 -1.33 1.22
C 2.33 -0.34 2.21
C 1.46 0.79 1.67
O 0.15 0.19 1.46
C -0.95 0.92 1.52
C -1.13 1.38 -1.06
O 0.09 0.81 -1.27
H -0.68 -1.07 -1.98
H -0.28 0.10 -3.16
H 2.12 0.02 -2.57
H 1.59 -1.45 -3.32
H 3.94 -1.35 -1.83
H 3.51 -2.76 -0.80
H 3.30 0.18 -0.12
H 4.51 -0.89 0.67
H 3.27 0.10 2.53
H 1.88 -0.79 3.07
H 1.79 1.29 0.76
H 1.34 1.55 2.40
H -0.83 2.02 1.70
H -1.67 0.49 2.26
H -1.05 2.46 -0.83
H -1.94 1.27 -1.82
C -3.54 -0.85 0.81
C -3.14 0.43 0.24
C -4.06 1.56 -0.07
O -1.70 0.73 0.20
H -3.22 -1.03 1.86
H -3.07 -1.70 0.23
H -4.60 -0.94 0.73
H -5.00 1.36 0.43
H -4.23 1.69 -1.12
H -3.73 2.54 0.25
*
```

Atom charges from the Löwdin analysis, given in e for atoms 1 to 6: number 1, Mn, carries 0.763; number 2, C, carries -0.124; number 3, C, carries -0.109; number 4, O, carries -0.237; number 5, C, carries -0.112; number 6, C, carries -0.132



No. 5
C5H4N9O2OsS as an isolated structure in a non-equilibrium geometry, computed with ωB97M-V/def2-TZVPD.

Calculated values
* Kohn-Sham gap (spin up / spin down): 6.60 / 6.31 eV
* energy relative to the best compared isomer or geometry (same formula, charge and spin): 1.573 eV

```
! wB97M-V def2-TZVPD RIJCOSX def2/J DEFGRID3
* xyz 0 2
Os -0.11 0.27 -0.05
N 1.36 -2.31 -1.84
C 0.06 -2.44 -1.46
N -0.73 -3.43 -1.78
N -1.93 -3.12 -1.22
N -1.87 -2.00 -0.60
N -0.60 -1.54 -0.71
C 2.13 -1.25 -1.48
N 3.38 -1.08 -1.79
N 3.72 0.13 -1.25
N 2.73 0.66 -0.65
N 1.68 -0.21 -0.75
H 1.76 -3.02 -2.43
C 0.05 1.04 4.00
C 0.01 0.85 2.52
O -0.03 1.82 1.72
O 0.02 -0.33 2.04
H 0.09 2.10 4.23
H 0.92 0.53 4.41
H -0.85 0.61 4.43
S -1.71 2.99 -1.37
C -1.00 1.80 -0.79
*
```

Atom charges from the Löwdin analysis, given in e for atoms 1 to 6: number 1, Os, carries 1.527; number 2, N, carries 0.176; number 3, C, carries -0.446; number 4, N, carries 0.058; number 5, N, carries -0.047; number 6, N, carries -0.049



No. 6
The molecule CH3NOP2S in a non-equilibrium geometry, computed with ωB97M-V/def2-TZVPD.

Calculated values
* Kohn-Sham gap (spin up / spin down): 6.42 / 6.78 eV
* energy relative to the best compared isomer or geometry (same formula, charge and spin): 3.526 eV

```
! wB97M-V def2-TZVPD RIJCOSX def2/J DEFGRID3
* xyz 0 1
C 0.78 0.96 1.05
N -0.30 1.66 0.84
O -0.99 -1.48 0.96
P 1.50 -0.38 0.20
P -2.05 -0.80 0.19
S -1.51 1.30 -0.15
H 1.36 1.34 1.90
H 0.65 -0.29 -0.93
H -1.92 -1.16 -1.19
*
```

Atom charges from the Löwdin analysis, given in e for atoms 1 to 6: number 1, C, carries -0.664; number 2, N, carries -0.509; number 3, O, carries -0.603; number 4, P, carries 0.905; number 5, P, carries 0.474; number 6, S, carries 0.587



Here are the calculated electronic energy numbers, same order: -1831.53989 -12516.82897 -415.91950 -1958.71353 -1324.96053 -1250.69001 (Eh).